The following is a quantum chemistry calculation of a structure of composition C29H32BrN2O8PS2Sc, from the Open Molecules 2025 dataset.

Geometry as XYZ:
```
76
C29H32BrN2O8PS2Sc | the Open Molecules 2025 dataset | ωB97M-V/def2-TZVPD
Sc -1.540 0.690 -0.243
N -3.686 1.204 0.403
C -4.830 0.422 -0.082
C -4.637 -0.043 -1.525
C -3.607 -1.160 -1.626
O -3.918 -2.287 -1.960
O -2.405 -0.798 -1.277
H -3.671 1.341 1.415
H -3.696 2.148 -0.002
H -5.754 1.005 -0.007
H -4.941 -0.449 0.570
H -4.313 0.815 -2.123
H -5.580 -0.417 -1.924
O -0.056 -0.064 3.090
C -1.034 -0.791 2.615
O -1.508 -0.625 1.507
C -1.596 -1.852 3.536
N -0.943 -1.774 4.851
C -0.552 -3.129 5.267
C -0.237 -3.803 3.941
C -1.343 -3.285 3.024
H -2.669 -1.645 3.581
H -1.513 -1.296 5.536
H 0.110 -0.448 3.984
H -1.381 -3.647 5.769
H 0.294 -3.090 5.952
H -0.227 -4.890 4.013
H 0.738 -3.476 3.575
H -2.253 -3.874 3.150
H -1.070 -3.295 1.971
Br -2.975 6.111 -2.964
C -1.190 5.487 -2.761
C -0.198 6.327 -3.249
C 1.134 5.953 -3.165
C 1.473 4.727 -2.610
C 0.471 3.889 -2.150
C -0.871 4.258 -2.201
C -1.877 3.307 -1.612
O -2.853 3.740 -1.013
O -1.599 2.053 -1.764
H -0.475 7.272 -3.694
H 1.901 6.617 -3.542
H 2.506 4.417 -2.540
H 0.724 2.923 -1.731
S 1.533 -2.445 1.292
P 1.942 -1.461 -0.374
S 1.019 0.273 -0.811
C 1.684 -2.592 -1.778
C 2.616 -3.597 -2.033
C 2.405 -4.509 -3.054
C 1.247 -4.434 -3.821
C 0.311 -3.445 -3.561
C 0.531 -2.521 -2.549
C 3.730 -1.086 -0.455
C 4.584 -1.480 0.565
C 5.945 -1.204 0.490
C 6.461 -0.540 -0.610
C 5.611 -0.146 -1.638
C 4.256 -0.415 -1.558
H 3.512 -3.669 -1.427
H 3.139 -5.280 -3.247
H 1.077 -5.148 -4.616
H -0.598 -3.386 -4.145
H -0.202 -1.748 -2.347
H 4.166 -2.001 1.416
H 6.599 -1.511 1.296
H 7.520 -0.325 -0.670
H 6.005 0.376 -2.501
H 3.593 -0.094 -2.353
C -0.679 3.938 2.556
C -1.439 2.696 2.156
O -2.371 2.272 2.838
O -1.038 2.160 1.053
H -0.882 4.185 3.596
H -1.014 4.761 1.921
H 0.388 3.809 2.386
```

Values from the calculation:
LUMO energy, eV: 2.33
Net charge: -1
Relative energy (zero: lowest compared OMol25 entry of this formula, charge and spin), kJ/mol: 39.9
Largest force on an atom, eV Å⁻¹: 0.5
Calculated total energy, eV: -171667.87706
Molecular weight, g/mol: 756.549
E_HOMO, hartree: -0.2003
HOMO-LUMO gap, eV: 7.8

Computed Mulliken charges, given in elementary charges:
1 Sc 0.643
2 N 0.043
3 C -0.704
4 C -0.486
5 C 0.382
6 O -0.706
7 O -0.370
8 H 0.239
9 H 0.210
10 H 0.371
11 H 0.336
12 H 0.206
13 H 0.366
14 O -0.444
15 C -0.338
16 O -0.181
17 C 0.710
18 N -0.524
19 C -0.730
20 C -0.316
21 C -0.719
22 H 0.312
23 H 0.206
24 H 0.512
25 H 0.309
26 H 0.382
27 H 0.430
28 H -0.040
29 H 0.404
30 H 0.266
31 Br -0.182
32 C 0.040
33 C -0.486
34 C -0.403
35 C -0.822
36 C -0.281
37 C 0.387
38 C 0.794
39 O -0.714
40 O -0.601
41 H 0.383
42 H 0.363
43 H 0.422
44 H 0.380
45 S -0.729
46 P 1.658
47 S -0.225
48 C 0.106
49 C -0.403
50 C -0.656
51 C -0.361
52 C -0.703
53 C -0.151
54 C -0.239
55 C -0.144
56 C -0.598
57 C -0.383
58 C -0.684
59 C -0.365
60 H 0.378
61 H 0.372
62 H 0.362
63 H 0.423
64 H 0.080
65 H 0.282
66 H 0.388
67 H 0.357
68 H 0.381
69 H 0.393
70 C -1.442
71 C 0.687
72 O -0.717
73 O -0.024
74 H 0.366
75 H 0.281
76 H 0.262

=====

The following is a quantum chemistry calculation of the molecule C4H10S3 at a distorted geometry, from the Open Molecules 2025 dataset.

Geometry as XYZ:
```
17
C4H10S3 | the Open Molecules 2025 dataset | ωB97M-V/def2-TZVPD
C 0.687 0.854 1.685
C -1.358 -0.251 -1.547
C 0.033 1.172 0.334
C -0.498 -0.436 -0.324
S 1.257 1.891 -0.760
S 0.776 -3.026 0.556
S 1.035 -1.421 -0.715
H 1.539 0.241 1.370
H 0.982 1.755 2.346
H 0.090 0.176 2.162
H -0.822 -0.008 -2.449
H -2.111 0.440 -1.366
H -1.448 -1.292 -1.836
H -0.907 1.737 0.389
H -0.853 -0.991 0.539
H 1.365 2.866 0.029
H 0.234 -3.707 -0.415
```

Values from the calculation:
LUMO energy, eV: 0.50
Relative energy (zero: lowest compared OMol25 entry of this formula, charge and spin), kJ/mol: 164.9
Largest force on an atom, eV Å⁻¹: 4.7
Calculated total energy, eV: -36814.32383
Molecular weight, g/mol: 154.325
E_HOMO, hartree: -0.3278
HOMO-LUMO gap, eV: 9.4

Computed Mulliken charges, given in elementary charges:
1 C -1.172
2 C -1.364
3 C -0.111
4 C -0.356
5 S -0.147
6 S -0.205
7 S 0.028
8 H 0.356
9 H 0.320
10 H 0.377
11 H 0.365
12 H 0.382
13 H 0.385
14 H 0.443
15 H 0.455
16 H 0.090
17 H 0.154

=====

- Look up the relative energy (zero: lowest compared OMol25 entry of this formula, charge and spin) of the first one.
  39.9 kJ/mol